17
Properties=species:S:1:pos:R:3:forces:R:3:mulliken_charge:R:1 method="wB97M-V/def2-TZVPD" homo_ev=-5.13 relative_energy_ev=1.0159 homo_lumo_gap_ev=9.1 energy_ev=-12465.0409 charge=-1
O -0.61495 -2.19877 -0.09205 0.8 1.2 -0.2 -1.03
H -1.30728 -2.69944 0.30580 -1.0 -0.5 0.1 0.18
O 1.32396 -0.29972 -2.33204 1.2 -1.9 0.4 -0.67
H 0.64064 -0.72877 -1.79186 0.0 0.6 -0.4 0.32
H 1.07836 0.51824 -2.71745 -1.2 1.1 0.0 0.32
O 0.52829 -1.39844 1.96061 1.8 -2.1 0.8 -0.82
H 1.27170 -2.08419 2.14347 -2.1 2.0 -0.6 0.24
H -0.00302 -1.76572 1.11306 0.3 -0.2 -0.4 0.46
O -1.13288 0.60451 -0.68926 -0.2 -1.7 1.2 -0.69
H -1.58172 0.90342 0.12285 0.4 -0.1 -0.4 0.30
H -0.90213 -0.38422 -0.44181 -0.5 1.2 -0.5 0.35
O 0.08336 1.17664 2.30894 -2.0 -1.0 2.1 -0.67
H 0.10975 0.22051 2.03030 0.9 0.5 -0.1 0.40
H -0.45959 0.99798 3.15322 1.3 0.9 -1.8 0.29
O 0.21222 2.56417 -2.04032 -0.9 -0.7 0.7 -0.71
H 1.06554 2.62552 -1.61291 0.2 0.0 0.2 0.31
H -0.31224 1.94830 -1.42054 0.8 0.6 -1.0 0.44

19
Properties=species:S:1:pos:R:3:forces:R:3:mulliken_charge:R:1 method="wB97M-V/def2-TZVPD" homo_ev=-7.87 relative_energy_ev=5.4871 homo_lumo_gap_ev=8.4 energy_ev=-12417.9855 charge=0
C 0.81127 1.06617 -0.98450 -0.6 0.0 0.3 -0.28
C 0.19159 -1.12296 1.93077 -0.3 1.8 0.0 -0.31
C 0.21101 1.83847 0.14593 -2.2 0.2 -0.3 -1.11
C -0.64955 -2.34454 1.78384 -0.2 0.8 -1.8 -0.64
C 0.24918 0.34470 -1.95608 2.2 -0.4 -0.3 0.72
N -0.37856 -0.03990 1.46063 -2.8 -2.1 -1.0 0.07
N 0.04876 1.25572 1.52423 3.7 2.0 0.0 -0.61
O 0.95321 -0.29008 -2.97326 -3.5 -0.1 0.3 -0.54
O -1.01792 0.06930 -2.06963 -2.1 -0.6 -0.3 -0.47
H 0.83935 2.69323 0.27563 0.3 0.7 0.3 0.41
H -0.78577 2.25245 -0.17501 0.7 -0.5 0.4 0.34
H -0.62327 -3.00168 2.64248 0.4 -0.3 -0.2 0.27
H -0.26814 -2.76099 0.80344 -0.3 -0.4 1.3 0.22
H -1.69471 -2.07399 1.57973 -0.2 -0.1 0.1 0.25
H 1.80478 1.36868 -1.10395 1.6 -0.3 -0.5 0.30
H -1.38884 0.05042 0.92736 2.5 -0.9 1.6 0.36
H 1.04568 1.32613 1.97107 -2.5 -0.9 -0.8 0.36
H 1.84554 -0.09467 -2.96410 2.9 0.7 0.3 0.29
H -1.19363 -0.53646 -2.81857 0.4 0.4 0.5 0.37

74
Properties=species:S:1:pos:R:3:forces:R:3:mulliken_charge:R:1 method="wB97M-V/def2-TZVPD" homo_ev=-2.31 relative_energy_ev=0.0000 homo_lumo_gap_ev=4.5 energy_ev=-44889.0366 charge=-1
Tl 0.19278 -0.51035 -0.92500 -0.8 0.9 1.6 0.85
N 2.58921 -0.01996 0.02762 0.4 -0.6 0.4 0.07
N 2.18628 2.74900 -0.81867 -3.9 1.2 -1.9 0.54
C -2.52534 0.18451 0.86845 1.1 -0.6 0.7 0.50
C -1.65920 0.91321 1.72740 -0.1 -1.3 0.1 0.58
C -0.91768 -0.01559 2.50750 -1.0 -0.1 -1.0 0.33
C 0.16357 0.32128 3.45660 0.5 0.0 0.4 -1.55
H 0.01677 1.32567 3.87597 0.2 -0.2 0.0 0.44
H 1.15468 0.29960 2.96810 -0.1 0.1 0.2 0.04
H 0.18784 -0.39685 4.28756 0.1 0.2 0.0 0.43
C -1.32745 -1.32117 2.13548 -0.1 0.9 -0.9 0.63
C -0.82914 -2.58461 2.72071 0.1 -0.3 0.3 -1.60
H -1.42503 -2.88477 3.59836 0.1 -0.1 0.0 0.24
H 0.21110 -2.47287 3.05335 -0.1 -0.2 0.0 0.36
H -0.87989 -3.40628 1.99535 0.1 0.0 0.1 0.36
C -2.29103 -1.20156 1.09227 0.6 0.9 0.5 0.23
C -2.88740 -2.31983 0.33007 -0.5 -0.4 0.0 -1.59
H -2.16047 -3.12975 0.17858 -0.1 0.0 -0.1 0.34
H -3.24039 -1.97955 -0.65204 0.0 -0.1 0.0 0.29
H -3.75184 -2.75200 0.85700 0.0 -0.2 -0.2 0.25
C -1.43554 2.36883 1.70186 0.2 0.5 0.0 -0.93
H -1.07633 2.72372 2.67783 -0.1 0.1 -0.2 0.33
H -2.36016 2.91152 1.45860 0.1 0.1 0.0 0.45
H -0.65830 2.60071 0.94625 -0.3 0.2 0.4 -0.40
C -3.43369 0.75575 -0.14758 -0.3 0.1 -0.4 -1.14
H -2.95937 0.80419 -1.14141 -0.2 0.1 0.0 -0.10
H -3.73306 1.77532 0.12493 0.0 -0.1 -0.1 0.40
H -4.34522 0.14934 -0.23785 0.0 0.2 -0.1 0.44
C 3.07602 -1.27824 0.03455 0.9 0.4 -0.5 -0.18
H 2.33514 -2.08448 0.17191 0.3 0.3 -0.2 0.63
C 4.42526 -1.58988 -0.15831 -1.3 -0.7 0.3 -0.98
H 4.68317 -2.64419 -0.19135 0.3 0.2 0.0 0.37
C 5.34371 -0.54016 -0.29949 -0.1 0.9 0.5 -0.25
H 6.38578 -0.73324 -0.54745 -0.1 0.0 0.0 0.36
C 4.88778 0.75028 -0.10281 0.6 -1.0 0.3 -0.95
H 5.53808 1.61768 -0.22606 -0.1 -0.4 0.1 0.39
C 3.49193 1.00714 0.10146 0.3 0.9 -0.6 0.68
C 3.11980 2.37452 0.09867 1.5 -0.8 1.8 -1.52
H 3.72450 3.14285 0.60369 0.0 -0.5 -0.8 0.47
C 0.89230 2.22100 -0.88015 1.2 0.0 -0.6 -1.08
C 2.44510 3.53529 -1.98000 0.3 -1.2 1.1 -0.99
H 3.35169 4.09456 -2.11705 0.2 -0.1 0.1 0.51
C 1.42811 3.33432 -2.81460 -0.8 0.0 -0.5 -0.41
H 1.29714 3.68375 -3.82497 -0.2 0.1 0.0 0.48
N 0.49040 2.51259 -2.17110 0.8 0.7 -0.1 1.20
C -0.84133 2.40691 -2.68358 0.0 0.4 -0.3 0.18
C -1.76938 3.36896 -2.27421 -0.2 -0.5 -0.1 0.99
C -3.04803 3.35912 -2.84214 0.3 -0.2 -0.2 -1.24
H -3.77083 4.10046 -2.48858 0.1 -0.2 -0.2 0.25
C -3.37486 2.47180 -3.87316 0.5 0.3 0.0 0.76
C -4.70295 2.58260 -4.57315 -0.3 -0.1 0.0 -1.53
H -5.36564 1.75521 -4.29237 0.1 0.1 0.0 0.30
H -4.59398 2.55325 -5.66593 0.0 0.0 0.3 0.36
H -5.20550 3.51909 -4.30430 0.1 -0.2 -0.1 0.37
C -2.40158 1.56205 -4.30639 0.1 0.1 0.2 -1.16
H -2.61043 0.87673 -5.13501 0.0 0.3 0.2 0.29
C -1.12782 1.51546 -3.72240 -0.4 0.1 0.4 1.36
C -0.09952 0.54755 -4.22248 0.1 -0.4 -0.5 -1.51
H 0.79246 1.05574 -4.61362 -0.2 -0.1 0.1 0.22
H -0.56715 -0.01653 -5.03766 0.3 0.0 0.0 0.45
H 0.25013 -0.19998 -3.49135 -0.2 0.5 -0.2 0.00
C -1.38366 4.42256 -1.29303 -0.3 0.6 0.4 -1.44
H -0.41754 4.88338 -1.53764 -0.2 -0.2 0.1 0.25
H -1.34525 4.06446 -0.25405 0.1 0.0 -0.4 0.15
H -2.15361 5.20148 -1.33477 0.2 0.0 0.1 0.49
N -0.19849 -4.26399 -3.91070 0.2 -0.2 -0.1 -0.05
C 0.97307 -4.77140 -3.36022 -0.2 0.7 0.4 -0.58
C 1.45967 -3.77611 -2.54500 -1.1 0.1 -0.7 -0.36
N 0.60493 -2.67950 -2.60589 -0.1 -0.8 -0.9 0.03
C -0.37888 -3.00319 -3.43890 1.2 -0.3 0.7 -0.47
H -0.81834 -4.72309 -4.56713 0.3 0.0 0.3 0.21
H 1.32900 -5.76932 -3.53781 -0.1 0.0 -0.2 0.38
H 2.35349 -3.76805 -1.93645 -0.2 0.0 -0.1 0.36
H -1.21982 -2.39073 -3.75038 0.2 0.0 0.3 0.41

18
Properties=species:S:1:pos:R:3:forces:R:3:mulliken_charge:R:1 method="wB97M-V/def2-TZVPD" homo_ev=-14.31 relative_energy_ev=6.2374 homo_lumo_gap_ev=6.1 energy_ev=-8878.6367 charge=+1
C 1.63257 -0.83676 0.91017 -1.4 -0.2 0.7 -1.11
C 2.01786 -0.01343 -0.24775 2.5 -2.6 1.3 0.57
C 3.11841 -0.01903 -0.95173 -0.5 1.8 -1.1 -0.72
N 0.15776 1.39338 -0.84876 2.8 -1.8 1.1 -0.59
H 2.46863 -1.50244 1.14766 0.5 0.5 -0.1 0.35
H 0.83306 -1.57134 0.77901 -0.4 0.5 -0.6 0.34
H 1.35533 -0.26824 1.79892 0.3 0.1 0.0 0.38
H 3.23102 0.71257 -1.74761 0.2 -0.1 -0.1 0.27
H 3.95720 -0.69718 -0.84065 -0.2 -0.2 0.4 0.30
H 0.25516 1.33718 0.17871 -1.0 1.0 0.1 0.31
H 0.58399 2.29127 -1.14097 0.1 -0.2 0.2 0.35
H 1.17470 0.55940 -0.87715 -2.7 1.5 -1.8 0.45
H -1.26285 0.10495 -0.04042 -0.5 0.0 -0.4 0.42
H -2.74907 -0.26921 0.24561 0.1 -0.1 -0.1 0.37
O -1.82642 -0.44399 0.50226 0.2 -0.1 0.4 -0.65
H -5.44276 -0.52010 -0.20255 -0.1 -0.1 -0.2 0.31
H -4.85943 -0.07769 1.12988 -0.2 0.1 0.4 0.32
O -4.64516 -0.17935 0.20538 0.3 0.1 -0.2 -0.66

30
Properties=species:S:1:pos:R:3:forces:R:3:mulliken_charge:R:1 method="wB97M-V/def2-TZVPD" homo_ev=-12.28 relative_energy_ev=7.1208 homo_lumo_gap_ev=7.9 energy_ev=-24208.7539 charge=+1
I 3.18502 -3.19510 2.71339 0.2 1.1 -1.0 0.02
C 3.61837 -1.78018 1.04334 0.2 0.6 -2.0 -0.95
C 2.25572 -1.44632 0.19480 -0.6 -0.8 0.2 -0.55
C 1.10603 -0.62005 1.06899 -0.9 -1.0 0.3 -0.34
C -0.28872 -1.51433 0.89713 -0.6 0.6 -2.9 0.13
C -0.92757 -1.58829 -0.61898 -0.5 -2.3 7.2 -0.21
N -2.09847 -2.50349 -0.32799 2.6 0.8 4.2 -0.15
C -2.17584 -2.91584 1.15701 2.4 1.8 -1.4 -0.21
N -1.03659 -2.30840 1.94520 -1.7 0.9 -8.2 -0.09
H 4.33200 -2.40054 0.31645 -1.5 1.6 1.8 0.42
H 4.13097 -0.78554 1.42060 -1.0 -2.3 -0.6 0.40
H 2.42811 -0.86455 -0.81084 0.1 -1.0 2.1 0.31
H 1.78946 -2.49869 -0.12120 1.0 2.3 0.7 0.33
H 0.91252 0.46584 0.66323 0.3 -2.3 0.7 0.21
H 1.36388 -0.52216 2.20654 -0.4 -0.4 -2.2 0.40
H -0.54450 -1.10158 -1.62078 -1.2 -1.3 2.3 0.35
H -2.76487 -2.81816 -1.06810 0.6 0.2 1.3 0.28
H -2.95294 -3.62649 1.66704 1.6 1.6 -1.5 0.37
H -0.75023 -2.37378 2.94651 -0.6 -0.2 -1.2 0.31
N 0.11974 3.20378 -2.34815 -0.7 -0.2 0.7 -0.53
C -0.11861 2.07602 -1.64339 0.1 0.9 -0.5 -0.09
C -1.11422 1.96130 -0.68644 -0.1 0.2 0.0 0.30
C -1.91337 3.07081 -0.43182 -0.1 0.1 0.0 -0.66
C -1.69110 4.24726 -1.14012 -0.1 -0.3 0.2 -0.26
C -0.67342 4.26379 -2.08031 0.7 -0.7 -0.3 -0.33
H 0.53344 1.23907 -1.87577 0.1 0.0 0.0 0.32
H -1.26262 1.02966 -0.15232 0.0 0.1 0.0 0.10
H -2.70299 3.01925 0.31215 0.1 0.0 -0.1 0.38
H -2.29618 5.12950 -0.96466 0.1 -0.1 0.0 0.38
H -0.46303 5.15722 -2.66154 0.0 -0.1 0.1 0.36

13
Properties=species:S:1:pos:R:3:forces:R:3:mulliken_charge:R:1 method="wB97M-V/def2-TZVPD" homo_ev=-8.50 relative_energy_ev=4.7191 homo_lumo_gap_ev=8.4 energy_ev=-7794.9252 charge=0
O -2.00212 -0.90352 0.45607 0.1 -0.2 0.2 -0.54
C -1.02106 -0.18945 -0.19614 0.1 -0.1 -0.3 0.16
C -0.06546 1.36321 0.31952 0.1 0.3 -0.1 -0.49
N 0.84643 1.07471 -0.62442 -0.2 0.1 0.2 -0.46
C 1.45663 -0.16828 -0.22358 0.1 -0.2 0.0 -0.40
C 0.19072 -0.89243 -0.48828 -0.1 0.0 0.0 -0.46
H -1.57608 -1.49166 1.09358 -0.1 0.1 -0.1 0.35
H -1.52057 0.41228 -0.94786 0.1 0.0 0.1 0.31
H 0.15743 1.16497 1.37938 0.0 0.0 -0.2 0.26
H -0.69732 2.23443 0.14720 0.1 -0.1 0.0 0.37
H 1.82529 -0.20448 0.82042 -0.1 0.0 -0.1 0.22
H 2.26116 -0.47219 -0.90093 -0.1 0.0 0.1 0.28
H 0.14495 -1.92759 -0.83496 0.0 0.1 0.1 0.38